A 2-piece molecular cluster, C5H17N2O2 overall. Source: the OMol25 dataset; level of theory: ωB97M-V/def2-TZVPD.

Properties
E_HOMO (spin up / spin down) = -18.94 / -18.93 eV
Total charge = +2
Gap between HOMO and LUMO (spin up / spin down) = 12.26 / 6.26 eV
Spin multiplicity = 2

Each line ends with the Mulliken spin population.
Cartesian coordinates (Å):
C  -0.666  -2.548  0.603  0.22
O  -1.472  -2.465  1.717  0.29
C  -0.508  -1.019  0.053  0.08
C  0.743  -0.362  0.802  0.06
C  1.906  -0.032  -0.180  0.03
C  1.674  0.875  -1.417  0.00
N  0.563  1.855  -1.334  0.00
N  -1.616  -0.125  0.084  0.26
H  -0.963  -3.187  -0.251  0.01
H  0.240  -3.026  0.999  0.00
H  -2.420  -2.592  1.534  0.00
H  -0.191  -1.201  -0.976  0.02
H  1.127  -1.105  1.480  0.00
H  0.523  0.565  1.353  0.00
H  2.779  0.194  0.460  0.01
H  2.355  -0.944  -0.583  0.00
H  1.613  0.231  -2.292  0.00
H  2.595  1.423  -1.612  0.00
H  0.522  2.624  -0.637  0.00
H  0.377  2.207  -2.278  0.00
H  -0.349  1.418  -1.109  0.01
H  -2.319  -0.405  -0.604  0.01
H  -2.029  -0.196  1.010  0.01
H  -1.477  3.272  1.501  0.00
H  -1.540  1.817  0.978  0.00
O  -1.467  2.726  0.699  0.01


A 3-piece molecular cluster, C5H17N2O3 overall. Source: the OMol25 dataset; level of theory: ωB97M-V/def2-TZVPD.

Properties
E_HOMO = -4.34 eV
Total charge = -1
Gap between HOMO and LUMO = 8.24 eV

Each line ends with the Löwdin charge.
Cartesian coordinates (Å):
C  0.464  1.112  -0.969  -0.32
O  -0.809  0.575  -1.099  -0.32
C  1.614  0.038  -0.797  -0.39
C  1.501  -0.657  0.538  -0.18
C  1.491  0.179  1.835  -0.22
C  -0.729  1.412  2.242  -0.16
N  0.185  0.298  2.507  -0.14
N  1.847  -1.059  -1.754  0.04
H  0.532  1.780  -0.089  0.08
H  0.723  1.672  -1.862  0.09
H  2.451  0.767  -0.791  0.13
H  2.280  -1.430  0.598  0.10
H  0.548  -1.141  0.479  0.08
H  1.842  1.187  1.721  0.10
H  2.186  -0.313  2.536  0.09
H  -1.005  1.511  1.185  0.05
H  -1.665  1.459  2.843  0.07
H  -0.313  2.344  2.637  0.06
H  -0.335  -0.587  2.672  0.11
H  0.913  -1.402  -1.961  0.07
H  2.285  -0.880  -2.635  0.04
H  -2.266  -1.319  -2.654  0.00
H  -1.930  -0.066  -1.950  -0.03
O  -2.699  -0.477  -2.474  -0.15
H  -1.306  -0.537  -0.225  0.00
H  -2.755  -1.110  0.380  0.00
O  -1.806  -1.254  0.384  -0.18


How do the records compare in ΔE to the lowest compared entry with this formula, charge and spin? In the order shown, they have 2.1420; 0.7198 eV.
How do the records compare in maximum force? In the order shown, they have 3.74; 2.29 eV Å⁻¹.